{"formula": "CH5NO2S", "method": "the ωB97M-V functional and the def2-TZVPD basis", "s_squared": 2.011, "charge": 0, "spin_multiplicity": 3, "total_energy_ha": -644.2730, "e_homo_ha": [-0.280, -0.373], "relative_energy_kcal_mol": 63.4, "lumo_ev": [0.879, -4.016], "species": ["C", "N", "O", "O", "S", "H", "H", "H", "H", "H"], "xyz": [[0.4421, 0.6179, 0.2165], [-1.8756, -3.3080, -0.0631], [-1.9245, -1.2578, 1.5767], [0.8738, 0.1735, -0.8060], [-2.0367, -2.6817, 1.2665], [2.6401, 4.1102, -1.1253], [1.1714, 0.7378, 1.0220], [-0.4772, 1.1482, 0.3922], [-1.8345, -2.9955, -1.0140], [3.0211, 3.4554, -1.4654]], "forces_ev_per_angstrom": [[2.1109, 0.9523, 0.3452], [1.8251, -1.9317, -2.9014], [0.7815, 3.5149, 0.5898], [-0.8623, -0.5381, -0.8007], [-1.8000, -1.9520, 2.4712], [1.1450, -1.9567, -1.0183], [-0.0696, -0.2910, 0.8304], [-1.2246, -0.1599, -0.3562], [-0.7559, 0.4100, -0.1817], [-1.1501, 1.9522, 1.0218]], "nbo_charge": [0.286, -0.951, -0.673, -0.498, 1.206, -0.005, 0.095, 0.116, 0.419, 0.006]}